The following is a quantum chemistry calculation of a structure of composition C25H69N6O8V, from OMol25.

Computed properties:
DFT total energy in hartree: -2867.71440
Net charge: +1
HOMO level (alpha / beta) in eV: -10.23 / -10.23
Energy relative to the best compared isomer or geometry (same formula, charge and spin) in kJ/mol: 1005.6
2S+1: 2
Expectation value of S²: 0.809
Kohn-Sham gap (alpha / beta) in eV: 2.3 / 2.4
Lowest unoccupied orbital energy (alpha / beta) in Ha: -0.2897 / -0.2858

Atoms and positions in Å:
O  24.4844  11.9202  12.5727
V  25.9881  11.4124  12.5138
C  26.8021  13.5692  15.1847
O  26.7835  12.6758  14.1194
H  27.4631  13.2008  15.9692
H  27.1310  14.5812  14.9485
H  25.7980  13.7202  15.5810
C  25.6260  14.6774  18.6526
C  26.0916  14.5120  20.0834
C  25.7664  15.7310  21.0468
O  26.3996  15.6711  22.3555
C  27.7868  16.0139  22.3357
N  25.5441  13.3053  20.6184
H  26.0234  13.8921  18.0096
H  26.0660  15.5586  18.1857
H  24.5477  14.7474  18.5092
H  27.1762  14.4037  20.0740
H  24.6951  15.8454  21.2125
H  25.9982  16.6416  20.4944
H  27.7722  17.0804  22.5601
H  28.3932  15.8613  21.4429
H  28.2814  15.5778  23.2036
H  24.5786  13.2703  20.3239
H  25.5423  13.2931  21.6284
C  21.8781  10.8053  16.0492
C  22.8982  11.8892  15.8535
C  22.2551  13.3441  15.6273
O  21.2827  13.4206  14.5817
C  21.6445  13.2368  13.2265
N  23.7999  11.8350  16.9669
H  21.1610  11.0854  16.8209
H  22.3066  9.8442  16.3332
H  21.2933  10.5943  15.1539
H  23.4881  11.6519  14.9682
H  22.9943  14.1295  15.4699
H  21.8274  13.6329  16.5874
H  22.5767  13.7566  13.0055
H  20.8342  13.6511  12.6265
H  21.5688  12.2085  12.8731
H  24.1196  10.8807  16.8815
H  24.6112  12.3621  16.6770
C  31.7230  13.1445  15.8251
C  31.6195  14.5727  16.2381
C  30.2005  14.8722  16.8198
O  30.0764  16.2446  16.8253
C  28.7305  16.6634  16.7492
N  32.6301  14.8882  17.1934
H  31.8888  12.4531  16.6513
H  32.5130  13.0258  15.0836
H  30.8239  12.8063  15.3099
H  31.8097  15.2250  15.3858
H  30.0907  14.3461  17.7681
H  29.4973  14.5064  16.0715
H  28.1435  16.3753  15.8771
H  28.7345  17.7518  16.6909
H  28.0940  16.2841  17.5487
H  33.5135  15.1968  16.8132
H  32.3677  15.7230  17.6977
C  22.7085  19.8776  11.3255
C  23.2268  19.0227  12.5113
C  24.6718  18.4977  12.3208
O  25.1941  17.7128  13.4304
C  24.4072  16.4999  13.6125
N  23.0354  19.7628  13.7546
H  21.6993  20.2619  11.4734
H  22.8885  19.3878  10.3686
H  23.3590  20.7470  11.2293
H  22.5132  18.1990  12.4931
H  25.3836  19.3215  12.2700
H  24.6940  17.8821  11.4216
H  24.1845  15.9728  12.6848
H  23.4693  16.7176  14.1235
H  24.9252  15.8169  14.2857
H  23.4479  20.6784  13.6470
H  23.6048  19.2724  14.4294
C  27.8786  15.5119  11.7227
C  29.2870  14.9598  11.9319
C  30.0390  15.7481  12.9978
O  30.4197  17.0863  12.5635
C  31.4160  17.7014  13.3102
N  29.1920  13.5546  12.3303
H  27.2760  15.0484  10.9415
H  27.9397  16.5665  11.4541
H  27.2403  15.4534  12.6043
H  29.8474  15.0942  11.0067
H  30.9539  15.2431  13.3079
H  29.3893  15.9986  13.8364
H  31.3916  18.7561  13.0363
H  32.3457  17.2949  12.9121
H  31.3493  17.4761  14.3746
H  28.6409  13.1025  11.6149
H  28.5630  13.3305  13.0881
C  28.9858  10.2846  16.4706
C  28.5347  10.4861  17.9701
C  29.3848  11.5385  18.6784
O  29.0240  11.6912  20.0954
C  29.6714  12.7726  20.7977
N  27.1885  11.0256  17.8688
H  30.0751  10.2458  16.4824
H  28.6288  11.0715  15.8062
H  28.7084  9.3118  16.0646
H  28.5439  9.5670  18.5561
H  29.2721  12.5023  18.1821
H  30.4319  11.3630  18.4316
H  29.5067  12.5260  21.8466
H  29.1533  13.7094  20.5926
H  30.7328  12.9486  20.6229
H  26.7122  10.2436  17.4425
H  27.2707  11.7315  17.1512

Forces on atoms 1 to 2 (eV/Å):
3.87 -1.85 -0.75
-2.50 5.18 4.64